Record 1
DFT (ωB97M-V/def2-TZVPD) results for 4 unconnected molecules or ions with the total composition C16H42N2O6 at a distorted geometry.

Element x y z (Å)
C1 6.57055 -5.60803 -3.23328
O1 5.66953 -4.50531 -3.34510
C2 6.15408 -3.17956 -3.14474
C3 4.97399 -2.22249 -3.47500
N1 5.17110 -0.83906 -3.23995
C4 4.05538 0.01086 -3.71002
C5 4.35842 1.44168 -3.26807
O2 4.06031 1.47763 -1.87423
C6 4.46283 2.56205 -1.15537
H1 6.71415 -5.93269 -2.20271
H2 7.56556 -5.28710 -3.54159
H3 6.27506 -6.42089 -3.89665
H4 6.91236 -2.95195 -3.89393
H5 6.51587 -3.02536 -2.12816
H6 4.09650 -2.49488 -2.88857
H7 4.93746 -2.34882 -4.55704
H8 5.32608 -0.71500 -2.24964
H9 3.04047 -0.34053 -3.52405
H10 4.14411 0.03768 -4.79607
H11 3.63225 2.07014 -3.78365
H12 5.38611 1.70925 -3.51374
H13 3.95535 3.47943 -1.45364
H14 5.52997 2.78231 -1.12704
H15 4.22058 2.55720 -0.09265
C7 -3.50882 1.74576 1.52584
O3 -4.55422 2.77837 1.67402
C8 -5.42404 2.52815 2.83258
C9 -6.85254 2.62000 2.25716
N2 -7.39492 1.27443 2.00470
C10 -6.77935 0.30771 1.14051
C11 -7.76548 -0.80869 0.81718
O4 -8.57717 -0.33089 -0.26249
C12 -9.31859 -1.41883 -0.85306
H16 -2.69646 1.95166 2.22281
H17 -3.34009 1.85513 0.45454
H18 -3.87623 0.73506 1.70356
H19 -5.17872 3.26875 3.59379
H20 -5.39204 1.51948 3.24448
H21 -6.79814 3.04562 1.25517
H22 -7.43283 3.38611 2.77139
H23 -8.34200 1.36057 1.66455
H24 -5.85312 -0.04287 1.59580
H25 -6.54850 0.87588 0.23940
H26 -8.31966 -0.99766 1.73657
H27 -7.23852 -1.67859 0.42514
H28 -8.70497 -2.27022 -1.14748
H29 -9.89942 -1.09018 -1.71488
H30 -10.00544 -1.87804 -0.14210
C13 -0.26272 1.91382 0.58703
C14 0.98175 2.11759 1.44374
O5 1.57859 3.31570 1.00751
H31 0.05298 1.74290 -0.44217
H32 -1.05474 2.66150 0.62912
H33 -0.72397 0.95948 0.84114
H34 1.72722 1.32888 1.54524
H35 0.72683 2.17803 2.50177
H36 1.68761 3.33773 0.05398
C15 2.71966 -1.10312 4.16601
C16 3.73641 -1.07432 3.05363
O6 5.02803 -1.03270 3.49049
H37 1.72950 -1.32465 3.76774
H38 2.71551 -0.13603 4.66882
H39 2.91739 -1.79314 4.98630
H40 3.56852 -0.20678 2.41545
H41 3.64133 -2.00036 2.48662
H42 5.30331 -1.87779 3.85330

Summary:
E_HOMO (alpha / beta) ... -9.939 / -9.939 eV
Molar mass ... 358.52 g/mol
Gap between HOMO and LUMO (alpha / beta) ... 7.2597 / 2.1474 eV
Total charge ... +1
<S²> ... 0.7540
Energy relative to the best compared isomer or geometry (same formula, charge and spin) ... 19.9 kJ/mol
LUMO energy (alpha / beta) ... -2.68 / -7.79 eV
2S+1 ... 2

Record 2
DFT (ωB97M-V/def2-TZVPD) results for 7 unconnected molecules or ions with the total composition C16H43N3O13 at a distorted geometry.

Element x y z (Å)
C1 11.14913 11.95584 10.86258
O1 10.07528 12.65819 11.50453
H1 10.88326 10.92870 10.77094
H2 11.34508 12.48118 9.86068
H3 12.01155 11.96537 11.48300
H4 10.07440 12.40372 12.43882
C2 8.28657 8.42381 11.34778
N1 7.83892 7.58720 10.18505
O2 8.51064 6.60938 9.90489
O3 6.84038 7.84230 9.59848
H5 7.85692 8.14706 12.33372
H6 7.92347 9.41663 11.17913
H7 9.36105 8.30001 11.36348
C3 9.23659 15.15848 14.10889
N2 9.49123 13.82219 14.86090
O4 8.79198 13.48402 15.79034
O5 10.43149 13.12053 14.52563
H8 9.13109 14.92506 13.06347
H9 10.02423 15.87136 14.33478
H10 8.33880 15.55713 14.56639
C4 6.86939 12.37870 10.67927
N3 6.56031 12.71826 12.07692
O6 7.32264 12.46091 13.03421
O7 5.48157 13.23071 12.26450
H11 6.30111 13.12114 10.06730
H12 6.36656 11.44741 10.46790
H13 7.90553 12.37042 10.47655
C5 11.95307 6.53209 5.84257
O8 12.02605 7.93005 5.79017
C6 13.29798 8.52972 6.10965
C7 13.64442 8.44623 7.60251
O9 12.68996 9.19435 8.38961
C8 12.82590 8.88717 9.77194
H14 11.97726 6.20540 6.90361
H15 12.81681 6.06433 5.34470
H16 11.01867 6.29274 5.33176
H17 13.39293 9.56449 5.78271
H18 14.05248 7.98921 5.47904
H19 14.63312 8.84461 7.84016
H20 13.67412 7.38987 7.85692
H21 12.18919 9.61450 10.24336
H22 13.89656 9.15945 10.12188
H23 12.52555 7.83020 10.01071
C9 11.96532 13.79366 7.31247
O10 11.24768 12.60027 7.47114
C10 10.65409 12.19280 6.28952
C11 9.78256 11.01680 6.60549
O11 8.74456 11.34760 7.48577
C12 8.27046 10.24540 8.10650
H24 12.29942 14.16048 8.31192
H25 11.39516 14.56262 6.82455
H26 12.90245 13.58620 6.77977
H27 11.39045 11.77342 5.63359
H28 10.09695 13.03674 5.88832
H29 10.37821 10.14068 6.93016
H30 9.36856 10.64462 5.68958
H31 7.38251 10.49210 8.65497
H32 9.08669 9.80507 8.78606
H33 7.91533 9.52960 7.37054
C13 11.85833 8.28633 13.29382
O12 10.57359 8.80338 13.42838
C14 10.18645 9.22961 14.73938
C15 8.89452 9.98452 14.85212
O13 7.73700 9.20331 14.49076
C16 6.54519 9.69678 15.10405
H34 11.84600 7.31643 13.85759
H35 12.58508 8.97911 13.77805
H36 12.15992 8.14750 12.18924
H37 10.90437 9.77704 15.27738
H38 9.97906 8.35409 15.34458
H39 8.85285 10.94004 14.31040
H40 8.86092 10.08159 15.94612
H41 6.29743 10.68248 14.72849
H42 6.58870 9.68398 16.19673
H43 5.74538 9.01311 14.81825

Summary:
E_HOMO ... -9.549 eV
Molar mass ... 485.53 g/mol
Gap between HOMO and LUMO ... 9.6204 eV
Total charge ... 0
LUMO energy ... 0.07 eV
2S+1 ... 1

Record 3
DFT (ωB97M-V/def2-TZVPD) results for 7 unconnected molecules or ions with the total composition C16H43N6O6 at a distorted geometry.

Element x y z (Å)
O1 0.47328 0.53369 -1.02578
H1 -0.11641 -0.11852 -0.64044
H2 1.34301 0.57693 -0.62169
H3 0.50443 0.34342 -1.96622
O2 -0.92005 -2.21991 -5.89524
C1 -1.66074 -2.32770 -6.88637
N1 -1.37472 -1.58882 -7.90112
C2 -2.62875 -3.42004 -6.94765
H4 -0.57899 -0.96981 -7.84010
H5 -1.63359 -1.81236 -8.85145
H6 -2.04108 -4.29303 -6.66371
H7 -3.05198 -3.51377 -7.94776
H8 -3.47913 -3.30658 -6.27527
O3 2.58142 3.34515 4.00810
C3 3.18521 4.24665 4.57502
N2 4.48946 4.36549 4.41520
C4 2.56909 5.20334 5.57809
H9 4.98701 3.73021 3.80777
H10 4.85792 5.24167 4.75675
H11 3.09053 6.14751 5.73540
H12 2.51076 4.75262 6.56882
H13 1.51105 5.20145 5.31608
O4 5.83976 -0.75352 -0.34834
C5 6.49890 -1.67845 -0.02912
N3 6.94112 -2.59299 -0.79168
C6 7.00743 -1.70699 1.33730
H14 6.83862 -2.51174 -1.79316
H15 7.21052 -3.43512 -0.30348
H16 7.95220 -1.16788 1.40714
H17 7.09673 -2.71303 1.74717
H18 6.39837 -1.23164 2.10620
O5 -5.43407 1.86659 -1.57179
C7 -6.59753 2.17788 -1.73254
N4 -6.97201 3.41668 -1.94473
C8 -7.63074 1.09978 -1.67221
H19 -6.30847 4.13972 -2.18358
H20 -7.95803 3.59863 -1.82325
H21 -7.02555 0.23749 -1.95203
H22 -8.50782 1.26342 -2.29834
H23 -7.96805 0.61355 -0.75684
O6 3.14493 5.65355 -2.26397
C9 3.22707 6.86341 -2.01626
N5 2.03401 7.47232 -1.85126
C10 4.58188 7.59946 -2.04097
H24 2.09283 8.47838 -1.78436
H25 1.16280 6.96141 -1.85911
H26 5.06639 7.58640 -3.01728
H27 5.29121 7.13870 -1.35347
H28 4.38947 8.64714 -1.80978
C11 -2.85712 -1.90035 3.42096
C12 -2.98143 -3.23363 2.65511
N6 -1.71902 -3.66373 2.04673
C13 -1.87694 -4.48620 0.80359
C14 -2.73443 -5.76023 0.90510
C15 -0.89306 -4.48443 2.98603
C16 -0.31063 -3.74233 4.21403
H29 -2.19978 -1.86883 4.28988
H30 -3.80759 -1.43587 3.68353
H31 -2.37991 -1.16805 2.76971
H32 -3.22728 -3.94799 3.44083
H33 -3.77179 -3.27008 1.90537
H34 -2.42311 -4.00589 -0.00825
H35 -0.94601 -4.81934 0.34479
H36 -3.80401 -5.55465 0.94786
H37 -2.62978 -6.33672 -0.01403
H38 -2.48530 -6.43647 1.72285
H39 0.00022 -4.86624 2.49169
H40 -1.48571 -5.37050 3.21353
H41 -1.12678 -3.66410 4.93228
H42 0.13648 -2.76612 4.02638
H43 0.53328 -4.35899 4.52331

Summary:
E_HOMO ... -10.249 eV
Molar mass ... 415.56 g/mol
Gap between HOMO and LUMO ... 6.0873 eV
Total charge ... +1
Energy relative to the best compared isomer or geometry (same formula, charge and spin) ... 461.3 kJ/mol
LUMO energy ... -4.16 eV
2S+1 ... 1